# C3H5F

A cluster of 2 separate species, C3H5F in total in a non-equilibrium geometry (ωB97M-V/def2-TZVPD, OMol25).

Each line ends with the Löwdin charge.
Element x y z (Å)
C  -1.35634  -0.81254  2.09959  0.1106
C  -1.36523  0.01631  1.27055  -0.3109
F  -1.44037  1.05179  0.63583  0.1852
H  -0.83238  -1.52355  2.56410  -0.0081
C  0.95251  0.26691  -1.38723  -0.0612
H  0.57078  1.28235  -0.96066  0.0486
H  1.90715  0.11772  -1.13457  -0.0693
H  0.74167  -0.59881  -0.58963  0.0683
H  0.82222  0.19982  -2.49798  0.0368

Atomic forces in eV per Å
-0.482 -0.448 0.255
-0.071 -0.108 0.398
-0.514 3.143 -2.479
1.008 -2.579 1.867
-3.487 0.393 1.645
0.739 -1.963 -0.857
4.538 0.746 0.128
-1.369 1.365 -2.325
-0.363 -0.550 1.369

E_LUMO: 0.87 eV
Relative energy (zero: lowest compared OMol25 entry of this formula, charge and spin): 83.8 kcal/mol
Gap between HOMO and LUMO: 11.40 eV
SMILES string: C#CF.C

---

# C26H16Cl5IN4OOsS2

A structure of composition C26H16Cl5IN4OOsS2 (ωB97M-V/def2-TZVPD, OMol25).

Each line ends with the Löwdin charge.
Element x y z (Å)
Os  0.10437  -0.33553  -1.12473  1.1694
N  1.96061  -0.23509  2.64869  0.1638
C  1.08221  -0.23155  3.69910  -0.2131
C  1.54642  -0.37823  5.01275  0.0077
C  0.65977  -0.33036  6.05963  -0.0242
C  -0.71365  -0.14042  5.83601  -0.0367
C  -1.18719  0.01032  4.55668  -0.0783
C  -0.29321  -0.03889  3.48007  -0.4084
S  -0.89657  0.21930  1.88635  1.1686
N  0.32358  -0.32535  0.90482  -0.4212
C  1.64878  -0.22065  1.31635  -0.2807
C  2.63375  -0.13254  0.31669  -0.1947
C  4.02251  -0.02048  0.55505  0.0089
C  4.89226  0.05945  -0.49814  -0.0240
C  4.39481  0.01138  -1.80826  -0.0284
C  3.03928  -0.10508  -1.98900  -0.1206
N  2.16144  -0.16705  -0.97503  -0.1002
H  2.94078  -0.26356  2.88576  0.1511
H  2.60428  -0.52550  5.19340  0.1295
H  1.02585  -0.44031  7.07100  0.1265
H  -1.39952  -0.12272  6.67083  0.1244
H  -2.24348  0.15491  4.36774  0.1207
H  4.40914  0.01503  1.56416  0.1142
H  5.95468  0.15665  -0.32221  0.1271
H  5.05135  0.05362  -2.66391  0.1196
H  2.63027  -0.17519  -2.98757  0.0956
Cl  0.38106  4.44318  -6.45163  0.8445
C  0.29060  3.69617  -4.94738  -0.6555
C  0.22558  2.27477  -4.87733  -0.6828
Cl  0.22056  1.33563  -6.29753  0.8014
C  0.15766  1.67578  -3.65266  -0.5208
Cl  0.00831  -0.04620  -3.51568  0.7734
C  0.14787  2.42436  -2.42315  -0.4254
O  0.09121  1.86434  -1.30027  -0.1275
C  0.19425  3.86510  -2.53407  -0.5890
Cl  0.17401  4.75119  -1.09052  0.8395
C  0.26739  4.47706  -3.76618  -0.6893
Cl  0.33251  6.17463  -3.87747  0.7865
S  -4.44617  0.17175  -1.69074  1.1707
C  -2.76853  0.38071  -1.80109  -0.4571
N  -2.02694  -0.41184  -1.07030  -0.1663
C  -2.82906  -1.26773  -0.30449  -0.3591
C  -2.40430  -2.23059  0.61248  -0.0885
C  -3.35178  -2.98485  1.26713  -0.0412
C  -4.72006  -2.80247  1.02591  -0.0433
C  -5.15879  -1.85240  0.13075  -0.0541
C  -4.19763  -1.08668  -0.52509  -0.4367
H  -2.36158  1.13020  -2.46257  0.0712
H  -1.35209  -2.38479  0.79819  0.0778
H  -3.03423  -3.73905  1.97402  0.1198
H  -5.44182  -3.41656  1.54643  0.1215
H  -6.21264  -1.70737  -0.06316  0.1239
I  -0.88013  -3.31251  -2.75665  0.7846
C  0.47486  -2.38673  -1.36594  -0.8158
H  1.46169  -2.56053  -1.78981  -0.0289
H  0.40564  -2.96675  -0.44741  -0.0302

Atomic forces in eV per Å
-0.103 -0.604 0.221
0.063 -0.036 -0.036
-0.185 0.021 0.052
0.034 -0.010 0.047
0.035 0.005 -0.036
-0.067 -0.002 -0.055
-0.065 0.007 0.098
0.154 0.066 -0.305
0.258 -0.051 0.107
-0.096 0.078 0.093
0.135 0.046 -0.034
-0.051 -0.011 -0.029
0.007 -0.019 0.042
-0.054 -0.009 -0.021
0.004 -0.007 0.007
0.081 -0.014 -0.068
0.080 0.203 0.127
-0.007 -0.024 0.018
-0.003 -0.008 -0.007
0.001 -0.012 0.000
0.004 0.021 0.004
-0.006 -0.002 0.016
0.016 0.014 -0.005
0.000 -0.011 0.020
-0.005 -0.002 -0.003
-0.055 0.020 0.017
-0.003 -0.058 0.093
0.003 0.146 -0.094
0.005 -0.207 0.030
-0.001 0.055 0.022
0.051 0.090 0.006
-0.156 -0.146 -0.443
0.049 -0.074 -0.025
-0.025 0.099 0.086
0.008 0.150 0.073
-0.006 -0.058 -0.056
0.010 0.064 0.047
0.002 -0.049 -0.012
0.075 -0.014 0.088
-0.201 -0.069 -0.087
0.166 0.206 -0.047
-0.224 -0.085 0.011
0.062 -0.105 -0.077
0.030 0.016 -0.021
-0.063 0.034 -0.017
-0.041 -0.042 0.026
0.159 0.067 -0.104
0.049 -0.022 0.012
0.039 -0.067 -0.040
0.001 -0.010 -0.003
0.006 -0.002 0.003
-0.002 -0.005 0.013
0.049 0.000 0.055
-0.237 0.403 0.165
0.014 0.020 -0.014
0.004 0.003 0.042

E_LUMO (spin up / spin down): -5.18 / -8.70 eV
Gap between HOMO and LUMO (spin up / spin down): 6.66 / 4.87 eV
Spin multiplicity: 5
Charge: +2

---

# C6H15Cl2O7P

A cluster of 2 separate species, C6H15Cl2O7P in total in a non-equilibrium geometry (ωB97M-V/def2-TZVPD, OMol25).

Each line ends with the Löwdin charge.
Element x y z (Å)
C  -2.07038  -2.27902  0.57842  -0.1409
O  -1.74387  -3.66501  0.20060  -0.2523
C  -0.82479  -3.53825  -0.97647  -0.2059
C  0.74816  -3.82782  -0.61563  -0.1296
C  1.76338  -2.56102  -0.90420  -0.2350
O  1.83815  -1.58795  0.21947  -0.2725
P  1.38550  0.02217  -0.31983  0.8002
O  -0.14223  -0.09288  -0.78723  -0.3513
O  2.27026  0.54626  -1.75466  -0.1902
O  1.59371  1.25126  0.89585  -0.2148
C  0.83485  2.47526  0.59620  -0.2115
O  1.29747  3.19445  -0.60904  -0.1754
O  0.19267  3.63451  -1.20212  -0.0671
H  -2.51239  -1.63141  -0.31872  0.1073
H  -1.05728  -1.80599  0.99685  0.0995
H  -2.87785  -2.24729  1.42491  0.0948
H  -0.93573  -2.51786  -1.53852  0.1149
H  -1.17736  -4.39828  -1.72436  0.1327
H  1.10507  -4.70434  -1.34037  0.1223
H  0.92160  -4.23106  0.48805  0.1385
H  2.85679  -3.03498  -0.97642  0.1351
H  1.58277  -2.02080  -1.92803  0.1229
H  3.17794  0.88178  -1.49469  0.0937
H  -0.31525  2.27121  0.50734  0.1259
H  0.96076  3.20611  1.53154  0.0972
H  0.30701  3.40256  -2.17017  0.1458
Cl  -2.42880  3.08692  2.46753  0.5203
C  -1.92020  4.75528  2.17941  -1.0026
Cl  -0.27456  5.02859  2.76432  0.5382
H  -1.95448  4.95732  1.10613  0.0314
H  -2.60090  5.43027  2.70384  0.0283

Atomic forces in eV per Å
0.231 0.927 0.917
0.806 2.500 -1.841
-0.098 -1.458 -0.571
0.378 0.097 -0.297
1.205 -1.692 -0.924
-0.284 3.420 -1.506
-5.221 -0.468 -2.502
5.810 0.775 1.688
0.117 -0.921 3.871
-0.067 -1.503 -2.750
-1.292 1.199 1.307
2.666 -2.640 3.508
-3.144 1.360 -3.507
1.195 -1.477 1.787
-2.389 -0.602 -1.013
1.583 -0.477 -1.524
0.175 -1.800 1.311
0.775 1.855 1.628
-0.581 1.986 1.522
-0.586 1.045 -2.313
-2.305 1.126 0.216
-0.015 -1.070 2.022
-1.346 -0.473 -0.337
2.335 0.099 -0.251
0.241 -2.017 -2.042
-0.140 0.076 1.530
-0.078 0.038 -0.046
-0.290 0.219 -0.210
-0.051 0.272 0.094
0.123 -0.154 0.261
0.246 -0.241 -0.028

E_LUMO: 0.00 eV
Gap between HOMO and LUMO: 9.40 eV
SMILES string: COCCCO[P@](=O)(O)OCOO.ClCCl

---

# C4H12NS2

The ion C4H12NS2 with charge +1 in a non-equilibrium geometry (ωB97M-V/def2-TZVPD, OMol25).

Each line ends with the Löwdin charge.
Element x y z (Å)
C  0.17077  2.77575  -2.79452  -0.1834
C  -0.15158  1.97922  -1.57023  -0.5652
S  -0.08481  0.15773  -1.90120  0.5110
S  -0.82114  -0.63709  -0.17696  0.4903
C  0.50417  -0.66070  1.07250  -0.5171
C  -0.09288  -1.43895  2.25462  -0.2391
N  -0.37669  -2.84198  1.83590  0.1874
H  -0.37924  2.51566  -3.70355  0.0752
H  1.15196  2.61391  -3.28012  0.0846
H  0.10475  3.85073  -2.64461  0.0827
H  -1.17270  2.10182  -1.21714  0.0633
H  0.61368  2.18346  -0.82172  0.0682
H  1.38960  -1.20711  0.72932  0.0895
H  0.78946  0.35151  1.34736  0.0893
H  0.61942  -1.34541  3.07307  0.1358
H  -0.95657  -0.83839  2.55264  0.1276
H  -1.37439  -3.04375  1.83977  0.1738
H  0.00821  -3.02599  0.91022  0.1472
H  0.05798  -3.49043  2.49466  0.1788

Atomic forces in eV per Å
0.708 0.010 -2.255
0.205 -0.873 0.223
0.420 0.076 -0.077
-0.201 0.209 -0.213
0.126 -0.712 -0.313
0.746 2.571 -0.315
0.054 -0.157 1.031
-0.997 0.092 0.482
0.238 -0.112 1.185
-0.221 -0.026 0.224
0.152 0.522 0.165
-0.372 0.056 0.283
0.010 0.278 -0.239
-0.017 -0.086 0.244
-0.062 -0.798 0.082
-0.475 -0.964 0.101
-0.143 -0.022 -0.261
-0.147 0.043 -0.316
-0.022 -0.107 -0.033

E_LUMO: -3.71 eV
Relative energy (zero: lowest compared OMol25 entry of this formula, charge and spin): 13.9 kcal/mol
Gap between HOMO and LUMO: 8.62 eV
Charge: +1
SMILES string: CCSSCC[NH3+]

---

Molar mass: 60.071, 958.974, 301.059, 138.281 (g/mol)
E_tot: -5904.997, -130064.654, -55126.020, -27496.379 (eV)